Run a
54
Properties=species:S:1:pos:R:3:nbo_charge:R:1 method="wB97M-V/def2-TZVPD" gap_ev=9.96 spin_multiplicity=1
O 1.333 -4.636 -2.488 -0.73
O 2.253 6.601 1.541 -0.72
O -2.142 -2.637 1.872 -0.75
O -0.957 -0.196 0.992 -0.77
O 1.720 -0.763 1.748 -0.76
O 1.688 0.163 -4.546 -0.71
C -2.791 -2.436 3.110 -0.07
C 3.060 1.047 2.512 -0.63
C -0.636 -0.016 -4.186 -0.63
C -0.189 1.295 -0.688 -0.63
C 2.148 -0.105 2.929 -0.06
C -4.251 -2.098 2.750 -0.63
C 0.467 0.121 -5.198 -0.06
C 1.104 4.542 1.067 -0.63
C 0.137 -4.474 -1.728 -0.06
C 0.989 6.027 1.075 -0.07
C 0.185 -3.184 -0.932 -0.63
C -1.254 0.239 -0.311 -0.05
H -2.855 -3.404 3.608 0.16
H 2.691 6.877 0.732 0.46
H 2.631 1.639 1.703 0.21
H -4.631 -2.743 1.957 0.20
H -0.461 1.839 -1.592 0.21
H -2.347 -3.517 1.549 0.48
H -0.690 -4.451 -2.438 0.17
H 0.657 6.443 0.124 0.16
H 0.163 6.344 1.713 0.17
H 1.589 4.086 1.930 0.23
H -1.163 -0.637 -0.953 0.16
H 3.221 1.764 3.316 0.20
H -0.063 -5.305 -1.052 0.15
H 0.407 -2.361 -1.611 0.20
H -1.590 -0.033 -4.712 0.21
H 1.707 4.310 0.190 0.20
H -0.478 -0.869 -3.526 0.20
H 0.807 -0.523 1.574 0.50
H 0.955 -3.271 -0.165 0.22
H 1.800 -0.742 -4.245 0.46
H -0.711 0.910 -3.615 0.20
H 0.327 0.953 -5.888 0.18
H -4.327 -1.095 2.331 0.21
H -0.114 2.065 0.080 0.21
H 2.084 -4.843 -1.927 0.47
H 2.641 -0.863 3.538 0.16
H 1.306 0.258 3.519 0.15
H 0.757 0.769 -0.816 0.22
H 0.428 -0.804 -5.774 0.15
H 4.044 0.675 2.223 0.21
H -2.293 -1.680 3.718 0.19
H 0.104 4.144 0.895 0.20
H -2.250 0.673 -0.400 0.16
H -4.877 -2.266 3.627 0.21
H -1.561 -0.867 1.318 0.50
H -0.770 -2.967 -0.453 0.21

=====

Run b
54
Properties=species:S:1:pos:R:3:nbo_charge:R:1 method="wB97M-V/def2-TZVPD" gap_ev=8.47 spin_multiplicity=1
O 0.113 1.367 4.446 -0.71
O 2.510 0.252 -2.738 -0.73
O -4.675 -1.801 -1.285 -0.72
O 1.614 -1.946 0.048 -0.78
O 0.460 -0.069 -2.038 -0.71
O 0.893 -0.194 -0.071 -0.70
C -0.454 -0.144 0.225 -0.11
C -0.890 1.788 -2.690 -0.63
C 3.604 0.342 -1.953 -0.06
C -0.789 1.150 3.335 -0.08
C -0.863 -1.102 1.371 -0.66
C 0.467 1.299 -2.398 -0.09
C -0.282 1.988 2.114 -0.64
C -3.785 0.177 -0.273 -0.63
C 1.528 -3.007 2.075 -0.63
C 3.101 0.200 -0.509 -0.70
C -4.385 -0.407 -1.486 -0.07
C 2.243 -1.996 1.236 -0.08
H -1.055 -0.289 -0.672 0.19
H 2.134 -3.223 2.955 0.19
H -4.479 0.298 0.560 0.21
H 1.526 -3.989 1.604 0.21
H -0.334 -2.020 1.118 0.25
H 1.051 -1.168 0.033 0.44
H -0.751 0.891 0.394 0.18
H -0.490 -0.889 2.373 0.20
H 1.093 1.531 -3.260 0.18
H -5.269 0.162 -1.774 0.16
H -1.645 1.533 -1.946 0.21
H -1.002 2.872 -2.657 0.22
H -0.057 2.270 4.725 0.47
H -4.321 -2.220 -2.073 0.47
H 0.213 2.881 2.496 0.20
H 2.737 0.482 -3.642 0.49
H -1.096 0.159 3.000 0.20
H 2.238 -1.035 1.750 0.14
H 0.923 1.878 -1.595 0.16
H 4.306 -0.467 -2.155 0.16
H 0.880 0.191 -0.950 0.49
H -3.073 -0.506 0.190 0.22
H -3.669 -0.280 -2.298 0.16
H 2.552 -0.742 -0.507 0.27
H 2.633 1.076 -0.059 0.21
H -1.945 -1.205 1.461 0.22
H -0.974 2.262 1.318 0.20
H 1.393 -0.297 -2.022 0.52
H 4.100 1.281 -2.198 0.15
H -3.353 1.139 -0.546 0.20
H 0.505 -2.787 2.382 0.20
H -1.227 1.392 -3.648 0.21
H 3.283 -2.277 1.074 0.16
H 0.475 1.451 1.542 0.21
H -1.723 1.675 3.539 0.15
H 4.010 0.077 0.080 0.22

=====

Short version: run b is the least stable of them.

=====

Run a
48
Properties=species:S:1:pos:R:3:nbo_charge:R:1 method="wB97M-V/def2-TZVPD" gap_ev=9.04 spin_multiplicity=1
O 0.156 0.106 4.257 -0.54
O 1.899 1.900 -1.569 -0.49
O -0.428 0.829 -2.635 -0.61
N 0.667 -1.067 -3.189 -0.63
C -1.234 3.526 6.320 -0.22
C -0.569 2.497 5.682 -0.15
C -0.127 -3.562 -1.636 -0.40
C 1.273 2.765 0.505 -0.29
C -0.739 2.289 4.316 -0.18
C 0.603 0.212 -2.768 0.65
C -0.022 1.157 3.670 0.56
C -1.065 -2.479 -2.161 -0.41
C 0.086 -4.637 -2.698 -0.40
C -0.529 -1.849 -3.453 -0.05
C -2.290 4.124 4.249 -0.24
C 0.799 2.629 1.789 -0.15
C 0.637 0.257 1.467 -0.12
C -1.614 3.105 3.603 -0.13
C -0.242 -2.920 -4.505 -0.41
C 0.462 1.368 2.288 -0.20
C 1.981 0.838 -2.484 -0.16
C -2.094 4.343 5.603 -0.19
C 1.416 1.649 -0.325 0.42
C 0.668 -4.024 -3.969 -0.40
C 1.100 0.387 0.174 -0.34
H 1.205 -0.497 -0.435 0.21
H 0.711 3.500 2.420 0.22
H -1.274 -1.139 -3.831 0.23
H 2.357 1.288 -3.408 0.22
H -2.043 -2.916 -2.369 0.20
H 0.208 -2.456 -5.385 0.21
H 2.697 0.077 -2.141 0.18
H -1.088 3.689 7.378 0.22
H 0.786 -4.795 -4.733 0.22
H 0.392 -0.718 1.861 0.23
H -1.200 -1.693 -1.416 0.22
H 0.835 -3.122 -1.362 0.19
H -0.552 -4.007 -0.735 0.22
H 1.551 -1.544 -3.241 0.39
H -1.194 -3.360 -4.809 0.21
H -2.618 5.145 6.101 0.21
H -0.871 -5.108 -2.930 0.20
H 0.757 -5.410 -2.318 0.21
H 1.664 -3.627 -3.756 0.18
H 0.097 1.843 6.227 0.23
H -2.973 4.751 3.694 0.21
H -1.781 2.925 2.551 0.21
H 1.540 3.731 0.108 0.23

=====

Run b
48
Properties=species:S:1:pos:R:3:nbo_charge:R:1 method="wB97M-V/def2-TZVPD" gap_ev=8.35 spin_multiplicity=1
O 5.512 1.886 -0.611 -0.49
O -0.814 -2.619 -2.192 -0.59
O 2.488 -1.735 0.558 -0.50
N 0.649 0.100 1.389 -0.58
C -3.243 -0.427 0.327 0.05
C 2.829 -0.426 0.422 0.39
C 3.307 -2.720 -0.024 -0.25
C -3.750 1.166 -1.407 -0.21
C 6.473 1.009 -1.146 -0.25
C -3.123 0.006 -0.986 -0.22
C -4.513 1.929 -0.535 -0.01
C 4.348 1.370 -0.128 0.33
C -0.083 -1.222 -0.464 -0.45
C 3.433 2.294 0.371 -0.28
C -1.327 -1.255 1.690 -0.43
C -4.639 1.493 0.778 -0.22
C -0.213 -0.777 0.807 0.32
C -0.970 -2.186 -1.061 0.55
C -2.125 -2.668 -0.195 -0.51
C -4.015 0.334 1.199 -0.22
C -2.558 -1.662 0.867 -0.25
C 4.042 0.014 -0.095 -0.41
C -5.207 3.171 -1.004 -0.63
C 2.219 1.862 0.860 -0.18
C 1.886 0.514 0.873 0.04
H 4.755 -0.709 -0.454 0.23
H 6.076 0.447 -1.998 0.18
H 1.503 2.580 1.231 0.22
H 4.290 -2.767 0.459 0.17
H 7.291 1.642 -1.486 0.20
H -6.179 2.918 -1.428 0.22
H -5.368 3.863 -0.180 0.21
H 3.431 -2.555 -1.098 0.18
H 3.690 3.340 0.355 0.23
H 0.322 0.596 2.205 0.40
H 6.848 0.311 -0.390 0.17
H 2.785 -3.662 0.133 0.21
H -3.267 -2.157 1.543 0.22
H -4.625 3.671 -1.777 0.22
H -3.641 1.482 -2.434 0.21
H -2.960 -2.939 -0.845 0.24
H -1.596 -0.478 2.411 0.21
H -4.133 0.011 2.225 0.20
H -2.541 -0.558 -1.697 0.22
H -0.967 -2.122 2.255 0.23
H -1.787 -3.583 0.301 0.23
H 0.705 -0.846 -1.097 0.23
H -5.234 2.064 1.477 0.21

=====

Short version: run b is the least stable of them.

=====

Run a
6
Properties=species:S:1:pos:R:3:nbo_charge:R:1 method="wB97M-V/def2-TZVPD" gap_ev="7.94 / 8.59" spin_multiplicity=1
Cl 0.610 0.613 1.662 0.06
Cl -0.081 -2.324 0.081 -0.12
Cl 0.343 2.016 -0.855 0.09
S 0.802 -0.841 -0.933 0.36
C 0.219 0.540 -0.013 -0.42
H -1.893 -0.003 0.057 0.04

=====

Run b
6
Properties=species:S:1:pos:R:3:nbo_charge:R:1 method="wB97M-V/def2-TZVPD" gap_ev="8.75 / 6.16" spin_multiplicity=1
Cl -1.496 -1.719 -0.902 0.07
Cl -1.611 0.505 0.942 0.05
Cl 2.266 0.983 1.442 -0.10
S 1.982 -0.064 -0.220 0.05
C -1.095 -0.091 -0.560 -0.28
H -0.045 0.386 -0.703 0.21

=====

Short version: run a is the least stable of them.

=====

Run a
23
Properties=species:S:1:pos:R:3:nbo_charge:R:1 method="wB97M-V/def2-TZVPD" gap_ev="6.78 / 6.01" spin_multiplicity=1
Br 2.368 0.742 2.460 -0.31
O -0.607 0.044 -1.473 -0.44
N 2.284 -1.683 -1.323 -0.24
C 0.534 -0.714 1.883 -0.08
C -0.167 -0.089 0.766 -0.13
C -1.093 0.889 1.043 -0.20
C 0.204 -0.395 -0.545 0.29
C -0.311 -0.364 -2.845 -0.08
C -1.175 0.088 3.447 -0.22
C -0.062 -0.614 3.188 -0.18
C -1.637 0.978 2.396 -0.14
C 0.625 0.628 -3.517 -0.66
C 1.349 -1.158 -0.913 0.19
H 0.081 -1.331 -2.801 0.19
H -1.256 -0.565 -3.446 0.21
H 1.248 0.055 -4.301 0.23
H 1.245 1.249 -2.781 0.24
H 0.066 1.350 -4.239 0.22
H 0.367 -1.199 3.938 0.22
H -1.533 0.326 4.437 0.23
H -2.322 1.748 2.642 0.21
H -1.453 1.500 0.304 0.22
H 1.244 -1.485 1.679 0.25

=====

Run b
23
Properties=species:S:1:pos:R:3:nbo_charge:R:1 method="wB97M-V/def2-TZVPD" gap_ev=9.90 spin_multiplicity=1
Br -1.167 2.374 2.358 -0.02
O -2.592 -2.151 -2.025 -0.25
N -1.422 -1.471 -1.974 -0.14
C 1.047 -0.279 -1.440 -0.18
C -2.380 -1.257 0.033 -0.35
C -0.013 2.817 0.912 -0.69
C 0.512 -0.529 0.925 -0.20
C 2.715 0.117 0.268 -0.21
C -1.185 -1.014 -0.790 0.14
C 1.852 -0.281 1.265 -0.20
C 0.175 -0.605 -0.396 -0.07
C -3.200 -1.919 -0.844 0.12
C 2.374 0.071 -1.075 -0.21
H -4.093 -2.377 -0.619 0.20
H 0.370 3.917 1.074 0.24
H 0.814 1.963 0.844 0.25
H -0.225 -0.497 1.682 0.22
H 3.759 0.389 0.535 0.21
H 3.073 -0.135 -1.791 0.21
H -0.672 2.737 0.049 0.22
H 0.659 -0.668 -2.321 0.24
H 2.193 -0.254 2.206 0.21
H -2.593 -0.946 1.124 0.25

=====

Run c
23
Properties=species:S:1:pos:R:3:nbo_charge:R:1 method="wB97M-V/def2-TZVPD" gap_ev="7.69 / 7.02" spin_multiplicity=1
Br 2.009 1.415 2.733 0.09
O 0.611 -2.845 1.742 -0.53
N 0.007 -1.354 -0.026 -0.50
C 1.398 0.766 1.074 -0.01
C -2.265 1.438 -0.789 -0.21
C -0.083 -2.351 -1.155 -0.42
C -1.639 0.159 -0.927 -0.23
C 2.417 -0.032 0.327 -0.69
C 0.266 -1.850 1.179 0.66
C 0.122 0.958 0.521 -0.17
C -0.512 2.199 0.646 -0.17
C -1.753 2.404 0.039 -0.22
C -0.467 -0.072 -0.255 0.17
H -1.916 -0.503 -1.656 0.21
H -2.401 3.311 0.176 0.22
H -0.493 -1.753 -2.032 0.21
H -0.871 -3.108 -0.940 0.22
H -0.077 3.017 1.302 0.23
H 3.189 0.584 -0.134 0.23
H 2.973 -0.832 0.925 0.23
H 1.888 -0.556 -0.457 0.22
H 0.936 -2.632 -1.197 0.22
H -3.337 1.637 -1.095 0.22

=====

Run d
23
Properties=species:S:1:pos:R:3:nbo_charge:R:1 method="wB97M-V/def2-TZVPD" gap_ev=8.08 spin_multiplicity=1
Br 1.915 -0.558 -0.594 0.16
O -2.825 0.062 0.946 -0.29
N -1.973 -0.762 0.494 0.09
C 0.708 3.264 2.079 -0.21
C 0.254 -1.218 -0.249 0.04
C -0.127 -2.651 -0.576 -0.47
C 0.210 3.339 0.805 -0.21
C -0.172 2.118 0.200 -0.19
C -0.264 0.934 0.872 -0.06
C -0.626 -0.340 0.230 -0.07
C 0.466 -3.242 -1.845 -0.60
C 0.628 2.082 2.838 -0.23
C 0.240 0.903 2.267 -0.19
H 1.554 -3.327 -1.783 0.22
H 0.319 4.227 0.217 0.22
H -0.576 1.972 -0.806 0.21
H -1.202 -2.649 -0.500 0.26
H 0.989 4.372 2.326 0.23
H 0.141 0.099 2.996 0.22
H 0.220 -2.759 -2.714 0.21
H 0.110 -3.178 0.435 0.23
H -0.061 -4.309 -1.903 0.22
H 1.149 1.974 3.784 0.22

=====

Short version: run d is the least stable of them.

=====

Run a
31
Properties=species:S:1:pos:R:3:nbo_charge:R:1 method="wB97M-V/def2-TZVPD" gap_ev=8.76 spin_multiplicity=1
O 0.959 -2.331 1.185 -0.55
O -0.114 -1.741 -0.604 -0.23
O -0.640 2.075 1.002 -0.52
O -4.458 -0.223 0.409 -0.52
N -1.273 0.656 -0.572 -0.62
N 0.764 -1.510 0.017 0.51
C 3.516 -2.040 -0.094 -0.64
C -0.417 1.154 0.403 0.70
C -3.171 -0.401 0.226 -0.04
C 1.664 -0.262 0.004 0.11
C 1.065 0.967 -0.129 -0.21
C 3.291 1.993 -0.318 -0.26
C -5.327 -0.530 -0.641 -0.21
C 3.746 0.599 -0.449 -0.16
C 2.035 1.966 -0.175 -0.08
C 3.035 -0.773 -0.290 0.04
C -2.616 0.706 -0.583 -0.26
H -2.801 1.573 0.200 0.19
H -5.292 0.414 -1.483 0.13
H -0.924 0.179 -1.494 0.41
H 1.532 3.063 0.047 0.20
H 3.306 -2.475 0.690 0.25
H 4.014 2.746 -0.397 0.24
H 3.189 -2.478 -1.020 0.24
H -3.027 1.064 -1.415 0.21
H -6.258 -0.632 -0.402 0.18
H -3.027 -1.297 -0.219 0.16
H -2.765 -0.294 1.224 0.19
H 4.791 0.432 -0.320 0.19
H -5.039 -1.494 -1.160 0.16
H 4.596 -1.931 -0.225 0.22

=====

Run b
31
Properties=species:S:1:pos:R:3:nbo_charge:R:1 method="wB97M-V/def2-TZVPD" gap_ev=9.18 spin_multiplicity=1
O 1.190 -1.013 2.143 -0.55
O 2.467 -2.408 -3.703 -0.70
O -0.920 -2.026 2.034 -0.71
O 1.899 2.715 1.122 -0.63
N 0.470 1.103 0.686 -0.62
N -1.469 3.841 1.970 -0.85
C -0.369 2.843 2.317 -0.34
C -0.620 0.242 1.118 -0.13
C -0.276 -2.346 -1.143 -0.20
C 1.086 -0.597 -2.846 -0.25
C 1.486 -2.057 -2.822 0.33
C 0.735 2.244 1.287 0.67
C -0.621 -0.967 -1.127 -0.07
C -1.547 -0.334 -0.184 -0.41
C 0.111 -0.224 -2.010 -0.20
C 0.060 -1.030 1.771 0.79
C 0.815 -2.868 -1.795 -0.28
H 0.340 3.456 2.780 0.22
H 1.204 -3.878 -1.571 0.23
H -0.858 2.190 3.154 0.22
H -0.177 0.825 -1.979 0.20
H -2.306 3.353 1.809 0.35
H -0.411 -2.810 2.131 0.49
H 1.584 0.191 -3.387 0.23
H -1.202 0.647 1.882 0.23
H -1.354 4.643 1.310 0.38
H 2.194 -2.972 -4.383 0.49
H 1.363 0.671 0.351 0.44
H -2.324 -1.053 0.109 0.25
H -1.828 0.683 -0.582 0.22
H -0.723 -3.064 -0.445 0.21

=====

Short version: run a is the least stable of them.

=====

Run a
54
Properties=species:S:1:pos:R:3:nbo_charge:R:1 method="wB97M-V/def2-TZVPD" gap_ev=9.94 spin_multiplicity=1
O 2.030 0.966 1.357 -0.98
O 1.390 -2.525 -4.572 -0.90
O 1.419 -1.559 5.151 -0.94
O 1.508 2.976 -2.817 -0.97
O -2.127 -1.384 0.634 -0.93
O -0.190 3.463 1.036 -0.94
O 0.251 1.593 -0.485 -0.95
O 0.521 -1.930 1.670 -0.97
O -1.492 -4.818 -3.182 -0.92
O 1.775 -1.668 -2.137 -0.92
O -3.386 3.402 3.330 -0.95
O -3.376 -2.823 2.930 -0.97
O 3.398 0.081 -3.849 -0.98
O 3.026 3.149 0.102 -0.96
O -6.234 1.971 1.522 -0.96
O -1.136 1.678 2.876 -0.91
O -2.085 -1.218 -2.986 -0.92
O 3.012 -1.810 0.695 -1.02
H 3.442 4.067 -0.188 0.48
H -2.964 -2.596 2.074 0.48
H -1.016 -4.089 -2.749 0.46
H -2.204 -0.325 -3.271 0.46
H -1.395 -0.817 0.770 0.47
H 2.618 0.558 0.772 0.48
H 2.727 -1.628 1.674 0.51
H 1.948 -2.372 -5.269 0.45
H -2.133 -4.347 -3.571 0.46
H 2.221 3.195 -0.481 0.48
H 3.813 -2.402 0.471 0.52
H 2.068 -2.501 -3.977 0.46
H -3.443 3.896 2.454 0.46
H 4.149 -0.642 -3.829 0.48
H 1.963 3.716 -3.363 0.49
H -0.145 0.743 -0.320 0.48
H 1.981 1.916 1.398 0.49
H -2.704 -1.123 1.278 0.46
H 1.078 -1.670 -1.711 0.45
H -5.609 2.833 1.789 0.49
H -2.324 -0.928 -2.122 0.46
H -0.124 -2.534 1.273 0.49
H 0.572 2.672 1.052 0.45
H -5.679 1.259 1.181 0.47
H -1.517 0.830 2.940 0.45
H 2.556 -0.440 -3.646 0.49
H 0.488 -1.587 5.130 0.48
H 1.077 1.403 -1.024 0.49
H 2.384 -1.165 -1.575 0.48
H 1.845 2.153 -3.239 0.49
H -2.391 3.747 3.596 0.49
H -0.195 3.376 0.011 0.48
H -0.457 1.406 2.226 0.46
H 1.379 -2.207 1.365 0.47
H -4.145 -2.216 3.264 0.49
H 1.833 -1.726 4.341 0.47

=====

Run b
54
Properties=species:S:1:pos:R:3:nbo_charge:R:1 method="wB97M-V/def2-TZVPD" gap_ev=10.28 spin_multiplicity=1
O -3.628 2.231 0.976 -0.95
O 0.177 -1.264 0.403 -1.01
O -3.416 4.194 -1.182 -0.96
O 0.946 3.274 1.407 -0.98
O -1.800 -0.029 -2.310 -0.93
O 0.535 0.702 2.586 -0.96
O 1.021 -0.645 -2.283 -0.98
O -0.520 -1.447 -4.689 -0.98
O -0.476 -4.484 -0.183 -0.93
O 3.613 3.403 2.554 -0.94
O 2.272 -1.178 2.249 -1.03
O 3.296 -3.086 -2.405 -0.92
O -4.121 1.189 -2.370 -1.00
O 0.482 4.094 4.106 -0.97
O 4.118 -3.118 3.800 -0.95
O -2.720 -0.943 0.294 -0.94
O -2.903 -3.109 -3.075 -0.96
O 3.121 -0.424 -0.251 -0.97
H 0.155 0.438 3.431 0.49
H 2.012 -0.404 2.779 0.51
H 4.247 -2.250 4.189 0.46
H 3.271 -3.019 3.349 0.48
H 0.254 -0.392 0.786 0.50
H 3.604 3.239 1.605 0.48
H -3.356 0.583 -2.249 0.49
H -4.526 2.165 1.298 0.47
H 0.592 3.929 0.804 0.49
H 1.077 -1.543 -1.952 0.48
H 4.126 -2.744 -2.789 0.46
H -0.241 -1.089 -3.843 0.50
H 3.501 4.359 2.576 0.46
H 0.843 1.602 2.667 0.49
H 3.582 -2.629 -1.592 0.46
H 1.698 -1.444 1.533 0.50
H -2.160 -3.163 -2.469 0.48
H 0.087 -1.119 -5.356 0.47
H 3.003 0.311 0.357 0.48
H -3.305 3.133 1.047 0.48
H 1.423 4.240 4.008 0.49
H -3.509 -1.327 -0.096 0.48
H -0.338 -4.834 0.707 0.46
H -4.765 1.172 -1.664 0.47
H -2.544 -3.112 -3.968 0.48
H -0.740 -1.258 0.087 0.51
H -2.293 -0.406 -3.054 0.49
H 3.180 -1.190 0.342 0.49
H -1.270 0.689 -2.625 0.49
H -0.041 -3.642 -0.055 0.47
H -2.541 -1.507 1.053 0.47
H 0.158 4.749 4.728 0.49
H 1.794 -0.217 -1.892 0.50
H 0.490 3.327 2.253 0.49
H -3.303 3.229 -1.226 0.49
H -4.348 4.199 -1.438 0.46

=====

Short version: run a is the least stable of them.